9
Properties=species:S:1:pos:R:3:forces:R:3:lowdin_charge:R:1 method="wB97M-V/def2-TZVPD" multiplicity=1 gap_ev="8.3 / 8.0"
C 1.016 0.389 -0.846 1.2 -1.3 1.9 -0.341
N -1.205 -1.105 0.413 -0.6 1.7 1.4 -0.554
O -0.251 -1.509 -0.294 0.7 -0.7 -0.9 -0.202
P 0.061 1.439 0.115 -0.4 0.4 1.2 0.552
S -1.853 0.457 0.026 -0.5 -0.3 -0.7 0.527
H 1.875 -0.195 -0.482 -0.6 0.4 0.3 0.036
H 1.183 0.619 -1.847 -0.5 0.2 -1.9 -0.015
H -1.066 -1.049 1.446 0.3 -0.7 -0.6 0.078
H 0.239 0.953 1.470 0.4 0.2 -0.7 -0.081



8
Properties=species:S:1:pos:R:3:forces:R:3:lowdin_charge:R:1 method="wB97M-V/def2-TZVPD" multiplicity=1 gap_ev=7.6 charge=-1
C -0.698 1.150 0.467 -0.4 0.1 0.2 -0.498
N 0.411 0.432 0.436 -0.1 0.1 -0.2 0.053
O -0.952 2.096 1.208 0.0 0.2 0.1 -0.080
H -1.436 0.781 -0.255 -0.2 0.0 -0.2 0.111
H 1.089 0.686 1.136 0.3 -0.3 -0.1 0.089
H 0.405 -0.425 -0.211 0.6 0.3 0.7 -0.150
S 0.022 -2.035 -1.253 -0.3 -0.5 -0.4 -0.094
H 1.159 -2.685 -1.529 0.1 0.0 0.0 -0.431



7
Properties=species:S:1:pos:R:3:forces:R:3:lowdin_charge:R:1 method="wB97M-V/def2-TZVPD" multiplicity=1 gap_ev=7.9
C -0.015 0.320 -0.429 -5.7 5.3 -0.8 -0.383
N 0.522 -0.648 0.269 1.9 -3.6 2.5 -0.517
P -0.114 -1.817 1.109 1.9 -0.5 -0.2 0.756
H 0.586 1.073 -0.939 0.3 -0.7 -0.2 0.036
H -0.849 1.359 0.265 2.0 -2.8 -1.1 0.158
H -0.904 -0.084 -1.010 1.2 0.9 -0.1 0.065
H 1.154 -2.772 1.257 -1.6 1.4 -0.1 -0.114



What energy above the lowest of the compared OMol25 structures with the same formula, charge and spin values result from the calculations? In sequence: 81.57; 1.46; 54.03 kcal/mol.
What max |F| values result from the calculations? In sequence: 2.6; 0.9; 7.9 eV/A.